[1]
The following is a quantum chemistry calculation of an isolated molecule of C4H6N2, from the OMol25 dataset.

Its lowest unoccupied orbital energy is 0.90 eV. As for the orbital gap: 9.03 eV.

Atoms and positions in Å:
N 0.62 -0.39 -1.86
C 0.18 -0.09 -0.58
C 0.59 -0.64 0.59
N -0.24 -0.06 1.61
C -1.12 1.09 1.02
C -0.88 0.87 -0.30
H 1.57 -0.73 -1.93
H 0.44 0.34 -2.54
H 1.32 -1.41 0.80
H 0.15 0.08 2.53
H -1.22 -0.43 1.73
H -1.43 1.38 -1.08



[2]
The following is a quantum chemistry calculation of a cluster of 2 separate species, CH2N2O2S in total, from the OMol25 dataset.

Its lowest unoccupied orbital energy (spin up / spin down) is -0.93 / -1.38 eV. As for the orbital gap (spin up / spin down): 8.56 / 9.06 eV.

Atoms and positions in Å:
C -1.16 2.12 0.12
N -2.13 2.63 0.51
N -0.30 -1.48 -0.58
O 1.71 0.35 0.88
O 0.95 -1.82 -0.23
S 2.10 -1.04 0.53
H -0.37 1.62 -0.21
H -0.80 -2.38 -1.02